Entry 1:
# C6H14N2O2

A 2-piece molecular cluster, C6H14N2O2 overall in a non-equilibrium geometry (ωB97M-V/def2-TZVPD, the OMol25 dataset).

Properties
**Energy**: -496.97017 Eh
**Energy relative to the best compared isomer or geometry (same formula, charge and spin)**: 229.37 kJ/mol
**Kohn-Sham gap**: 9.66 eV

Bonds (Å) are listed after each position.
CARTESIAN COORDINATES (ANGSTROEM)
1 C 2.226 -2.177 -0.494  N2 1.495, H6 1.148, H7 1.015, H8 1.120
2 N 2.478 -1.077 -1.475  C1 1.495, C3 1.464, H9 1.059
3 C 1.381 -0.204 -1.896  N2 1.464, C4 1.522, O5 1.214
4 C 1.766 1.041 -2.682  C3 1.522, H10 1.107, H11 1.111, H12 1.077
5 O 0.249 -0.642 -1.847  C3 1.214
6 H 1.359 -2.784 -0.937  C1 1.148
7 H 3.035 -2.789 -0.451  C1 1.015
8 H 1.845 -1.857 0.509  C1 1.120
9 H 3.493 -0.895 -1.716  N2 1.059
10 H 1.152 1.927 -2.430  C4 1.107
11 H 2.826 1.376 -2.683  C4 1.111
12 H 1.525 0.811 -3.707  C4 1.077
13 C -2.283 -1.229 1.593  N14 1.531, H18 1.113, H19 1.005, H20 1.163
14 N -1.270 -0.147 1.212  C13 1.531, C15 1.456, H21 0.988
15 C -1.629 1.189 1.667  N14 1.456, C16 1.509, O17 1.230
16 C -0.553 2.241 1.779  C15 1.509, H22 1.137, H23 1.085, H24 1.133
17 O -2.777 1.230 2.105  C15 1.230
18 H -2.619 -1.769 0.680  C13 1.113
19 H -1.800 -1.856 2.212  C13 1.005
20 H -3.278 -0.881 2.086  C13 1.163
21 H -0.342 -0.330 0.923  N14 0.988
22 H -0.836 3.148 1.155  C16 1.137
23 H -0.564 2.605 2.801  C16 1.085
24 H 0.526 1.993 1.537  C16 1.133


Entry 2:
# C2H5N4O

An isolated ion of composition C2H5N4O and charge +1 in a non-equilibrium geometry (ωB97M-V/def2-TZVPD, the OMol25 dataset).

Properties
**Energy**: -373.05232 Eh
**Energy relative to the best compared isomer or geometry (same formula, charge and spin)**: 479.03 kJ/mol
**Charge**: +1
**Kohn-Sham gap**: 8.88 eV

Bonds (Å) are listed after each position.
CARTESIAN COORDINATES (ANGSTROEM)
1 H -1.027 1.625 -3.098  N2 0.943
2 N -0.391 1.270 -2.499  H1 0.943, N3 1.215
3 N -0.458 1.756 -1.387  N2 1.215, C4 1.317
4 C 0.173 1.802 -0.232  N3 1.317, O5 1.195, N6 1.532
5 O 0.902 2.689 0.098  C4 1.195
6 N -0.392 0.889 0.861  C4 1.532, N7 1.332, H9 1.035
7 N 0.020 -0.362 1.054  N6 1.332, C8 1.270, H10 0.967
8 C 0.647 -1.041 0.183  N7 1.270, H11 1.104, H12 1.044
9 H -0.490 1.333 1.791  N6 1.035
10 H 0.021 -0.679 1.968  N7 0.967
11 H 1.203 -1.980 0.347  C8 1.104
12 H 0.689 -0.664 -0.789  C8 1.044


Highest occupied orbital energy (eV)
-9.0 -14.1